{"formula": "C4H10O3", "method": "ωB97M-V/def2-TZVPD", "homo_ev": -9.977, "e_tot_ha": -384.09136, "smiles": "COC[C@@H](O)CO", "fmax_ev_per_a": 0.33, "gap_ev": 10.83, "lumo_ev": 0.85, "e_above_lowest_kj_mol": 152.97, "species": ["C", "O", "C", "C", "O", "C", "O", "H", "H", "H", "H", "H", "H", "H", "H", "H", "H"], "xyz": [[0.103804, -2.544855, -1.113897], [-0.109574, -1.691910, -0.018610], [-0.137216, -0.341624, -0.399262], [-0.410580, 0.521562, 0.823305], [0.569952, 0.354260, 1.834823], [-0.483613, 2.004625, 0.454566], [0.802265, 2.508472, 0.141070], [0.075458, -3.571226, -0.740017], [1.081617, -2.360471, -1.588531], [-0.677767, -2.427233, -1.882661], [0.820822, -0.040907, -0.863768], [-0.927968, -0.164838, -1.150348], [-1.361457, 0.200876, 1.266367], [1.421784, 0.254059, 1.389497], [-0.927875, 2.559193, 1.292512], [-1.111312, 2.167927, -0.427437], [1.271659, 2.572091, 0.982393]], "forces_ev_per_a": [[0.056, -0.237, -0.222], [-0.033, 0.002, 0.017], [0.028, 0.282, -0.047], [-0.215, 0.012, -0.134], [0.214, -0.074, -0.088], [-0.288, -0.033, -0.014], [0.094, 0.092, 0.170], [0.031, 0.157, -0.062], [-0.154, -0.017, 0.099], [0.107, 0.016, 0.153], [-0.119, -0.062, 0.089], [0.097, -0.023, 0.140], [0.107, 0.071, -0.064], [-0.096, -0.059, 0.150], [0.080, -0.075, -0.118], [0.051, -0.072, 0.098], [0.040, 0.020, -0.168]]}